The following is a DFT calculation (wB97M-V/def2-TZVPD) of a structure of composition C45H47MnN5O7S.

```
106
Properties=species:S:1:pos:R:3:lowdin_charge:R:1
Mn -0.09 0.33 0.36 0.64
O 2.38 -1.86 5.48 0.14
C 1.90 -1.48 4.44 -0.25
C 2.52 -0.46 3.48 -0.28
O 3.51 0.22 3.68 0.07
C 1.63 -0.44 2.32 -0.31
C 0.44 -1.12 2.61 -0.29
O -0.56 -1.07 1.80 -0.15
C 0.57 -1.91 3.84 -0.29
O -0.20 -2.73 4.29 0.09
O 1.79 0.19 1.21 -0.11
O -2.24 0.52 0.24 -0.56
S -3.15 -0.58 0.74 1.05
C -2.49 -2.13 0.09 -0.27
C -3.09 -3.28 0.84 -0.27
C -4.19 -3.98 0.34 -0.06
C -4.76 -5.01 1.07 -0.09
C -4.24 -5.36 2.31 -0.09
C -3.15 -4.67 2.82 -0.06
C -2.58 -3.63 2.09 -0.02
C -4.64 -0.39 -0.29 -0.26
C -4.37 -0.08 -1.73 -0.27
C -3.99 1.22 -2.10 -0.04
C -3.77 1.53 -3.43 -0.10
C -3.91 0.56 -4.41 -0.11
C -4.27 -0.73 -4.05 -0.07
C -4.49 -1.05 -2.72 -0.04
H -1.43 -2.03 0.33 0.05
H -2.62 -2.18 -0.99 0.10
H -4.59 -3.73 -0.63 0.10
H -5.61 -5.55 0.67 0.10
H -4.68 -6.16 2.88 0.10
H -2.75 -4.92 3.79 0.11
H -1.76 -3.06 2.51 0.09
H -5.17 0.44 0.19 0.10
H -5.23 -1.29 -0.14 0.09
H -3.88 1.97 -1.33 0.12
H -3.50 2.54 -3.70 0.10
H -3.75 0.81 -5.45 0.11
H -4.38 -1.50 -4.81 0.11
H -4.79 -2.05 -2.45 0.11
C 6.08 -4.77 -2.02 -0.04
C 4.82 -4.09 -1.56 -0.25
C 4.10 -4.57 -0.48 0.00
C 2.94 -3.95 -0.05 -0.18
C 2.22 -4.52 1.15 -0.02
C 2.48 -2.81 -0.74 -0.08
C 1.26 -2.18 -0.26 -0.14
O 0.62 -1.33 -0.86 -0.04
C 3.21 -2.29 -1.82 -0.17
C 2.82 -1.03 -2.54 -0.02
C 4.37 -2.94 -2.21 -0.01
H 6.34 -5.61 -1.38 0.08
H 6.92 -4.07 -2.02 0.09
H 5.97 -5.13 -3.04 0.09
H 4.46 -5.45 0.04 0.12
H 2.75 -5.39 1.53 0.08
H 1.20 -4.84 0.90 0.09
H 2.15 -3.79 1.96 0.08
H 0.89 -2.52 0.72 0.11
H 2.58 -0.23 -1.84 0.08
H 1.93 -1.18 -3.15 0.08
H 3.63 -0.71 -3.19 0.08
H 4.95 -2.54 -3.04 0.12
N 4.75 6.21 7.58 0.16
C 4.03 5.71 6.84 -0.18
C 3.12 5.11 5.91 -0.23
C 3.35 3.81 5.44 0.01
C 2.47 3.23 4.54 0.03
C 1.37 3.95 4.11 -0.17
C 1.13 5.24 4.56 0.00
C 2.00 5.82 5.47 -0.02
N 0.47 3.36 3.18 0.00
C -0.90 3.50 3.13 -0.03
C -1.32 2.67 2.13 -0.09
N -0.24 2.04 1.57 0.02
C 0.82 2.48 2.22 -0.10
H 4.21 3.26 5.79 0.13
H 2.66 2.21 4.21 0.10
H 0.28 5.80 4.19 0.11
H 1.83 6.82 5.83 0.12
H -1.44 4.12 3.82 0.12
H -2.32 2.47 1.80 0.10
H 1.83 2.16 2.03 0.14
C -1.03 3.56 -5.45 -0.07
C -0.30 2.36 -4.87 -0.21
N -0.03 2.49 -3.44 -0.07
C 0.71 3.67 -3.01 -0.21
C -0.16 4.74 -2.36 -0.07
C -0.26 1.48 -2.54 -0.37
C -0.88 0.22 -3.05 0.00
N -0.03 1.60 -1.28 0.10
H -1.22 3.38 -6.51 0.08
H -0.45 4.48 -5.37 0.07
H -1.99 3.71 -4.96 0.06
H 0.64 2.20 -5.40 0.13
H -0.92 1.48 -5.02 0.09
H 1.21 4.08 -3.90 0.12
H 1.51 3.36 -2.34 0.12
H -0.81 5.22 -3.09 0.06
H 0.46 5.51 -1.90 0.08
H -0.80 4.31 -1.59 0.07
H -0.32 -0.22 -3.87 0.09
H -1.90 0.42 -3.40 0.04
H -0.93 -0.50 -2.24 0.06
H 0.27 2.53 -1.01 0.05
```

Properties
lowest unoccupied orbital energy (spin up / spin down) = -0.2 / -0.2 eV
frontier orbital gap (spin up / spin down) = 6.8 / 6.7 eV
ΔE to the lowest compared entry with this formula, charge and spin = 0.00 kcal per mole
highest occupied orbital energy (spin up / spin down) = -6.94 / -6.86 eV
multiplicity = 2
total energy = -4092.64831 a.u.
total charge = 0